Below is 2 unconnected molecules or ions with the total composition CH5NOS, with properties calculated with wB97M-V/def2-TZVPD.

Last column: Löwdin charge in e.
Cartesian coordinates (Å):
N 0.8992 -1.2010 -1.1731  0.112
C 1.4147 -0.4845 -0.1441  -0.440
O 1.2177 -0.7629 1.0061  0.016
H 0.1930 -1.8961 -0.9398  0.109
H 0.9435 -1.0498 -2.1532  0.082
H 2.0454 0.3486 -0.4758  0.123
S -2.6269 2.1166 1.1982  0.441
H -1.2699 2.1253 1.2281  -0.222
H -2.8168 0.8039 1.4537  -0.221

The HOMO energy comes out at -0.35587 hartree. The SMILES is NC=O.S. As for the frontier orbital gap: 10.48 eV. For the energy, the calculation gives -569.2792 hartree. As for the energy above the lowest of the compared OMol25 structures with the same formula, charge and spin: 23.5 kJ/mol.

Below is 3 unconnected molecules or ions with the total composition CH5NOSi, with properties calculated with wB97M-V/def2-TZVPD.

Last column: Löwdin charge in e.
Cartesian coordinates (Å):
O -1.6712 -0.6382 -0.4669  -0.478
Si -0.1918 -0.7695 -0.6803  0.627
H 0.7028 -0.4339 -1.7799  -0.089
H 0.4710 -1.3557 0.4869  -0.084
H 1.1005 -1.7291 3.4778  -0.004
H 0.7658 -1.6266 4.1510  0.009
C -4.1278 0.3959 1.1654  -0.073
N -2.9981 0.6096 1.0982  0.042
H -5.1715 0.2397 0.9646  0.051

The HOMO energy comes out at -0.37826 hartree. The SMILES is O=[SiH2].[H][H].C#N. As for the frontier orbital gap: 10.14 eV. For the energy, the calculation gives -460.4782 hartree. As for the energy above the lowest of the compared OMol25 structures with the same formula, charge and spin: 220.2 kJ/mol.

Below is a single CH5NP2 molecule, with properties calculated with wB97M-V/def2-TZVPD.

Last column: Löwdin charge in e.
Cartesian coordinates (Å):
C -0.0550 0.0196 -1.5897  -0.424
P -1.2615 -0.2495 -0.1799  0.548
P -0.2075 -0.1523 2.0581  0.549
N 1.3777 -0.2633 2.1850  -0.407
H 0.2797 0.9665 -2.0003  0.026
H -0.5607 -0.4652 -2.3732  -0.025
H 0.8197 -0.5525 -1.2781  0.016
H -2.0632 0.8554 0.0637  -0.178
H 1.6708 -0.1586 3.1144  -0.106

The HOMO energy comes out at -0.30274 hartree. The SMILES is C[PH]#P=N. As for the frontier orbital gap: 7.91 eV. For the energy, the calculation gives -778.4861 hartree. As for the energy above the lowest of the compared OMol25 structures with the same formula, charge and spin: 72.8 kJ/mol.

Below is 2 unconnected molecules or ions with the total composition CH5NP2, with properties calculated with wB97M-V/def2-TZVPD.

Last column: Löwdin charge in e.
Cartesian coordinates (Å):
C 3.5987 -0.1231 -0.4715  -0.096
N 2.7247 -0.1216 0.2728  0.024
P -2.2136 -0.7058 -0.0816  0.382
P -0.7414 0.8270 -0.0205  0.357
H 1.7815 -0.3979 0.4963  0.002
H -2.8542 -0.3505 1.1300  -0.169
H -1.1481 -1.4730 0.4795  -0.161
H -0.0941 0.3184 -1.1257  -0.174
H -1.0534 2.0264 -0.6793  -0.165

The HOMO energy comes out at -0.33051 hartree. As for the frontier orbital gap: 9.56 eV. For the energy, the calculation gives -778.4562 hartree. As for the energy above the lowest of the compared OMol25 structures with the same formula, charge and spin: 151.3 kJ/mol.

Below is 2 unconnected molecules or ions with the total composition CH5NS2, with properties calculated with wB97M-V/def2-TZVPD.

Last column: Löwdin charge in e.
Cartesian coordinates (Å):
N -0.3397 -0.5189 0.8292  0.006
C -0.9276 0.5043 1.4600  -0.812
S -0.1956 1.8965 1.9200  0.564
H 0.6424 -0.4602 0.6007  0.083
H -0.8500 -1.3492 0.5739  0.094
H -1.9874 0.3281 1.6519  0.059
S 0.7791 -1.5028 -2.7376  0.504
H 0.4228 -2.7894 -2.8454  -0.217
H 0.3786 -1.4224 -1.4631  -0.282

The HOMO energy comes out at -0.31593 hartree. The SMILES is NC=S.S. As for the frontier orbital gap: 9.07 eV. For the energy, the calculation gives -892.2124 hartree. As for the energy above the lowest of the compared OMol25 structures with the same formula, charge and spin: 0.0 kJ/mol.

Below is 2 unconnected molecules or ions with the total composition CH5NS2, with properties calculated with wB97M-V/def2-TZVPD.

Last column: Löwdin charge in e.
Cartesian coordinates (Å):
C -0.9038 -0.9436 -0.3944  -0.573
N 1.7289 0.8228 0.3733  -0.505
S -1.3758 0.6816 -0.6016  0.710
S 1.5946 -0.8189 0.7208  0.513
H -1.3169 -1.5331 0.3965  -0.005
H -0.4718 -1.4355 -1.2444  -0.014
H 1.0313 1.4007 0.8316  -0.014
H 1.7874 1.0451 -0.6138  0.007
H -2.0739 0.7809 0.5320  -0.119

The HOMO energy (spin up / spin down) comes out at -0.29583 / -0.28406 hartree. As for the frontier orbital gap (spin up / spin down): 8.09 / 7.38 eV. For the energy, the calculation gives -892.1354 hartree. As for the energy above the lowest of the compared OMol25 structures with the same formula, charge and spin: 202.2 kJ/mol.

Below is a single CH5NS2 molecule, with properties calculated with wB97M-V/def2-TZVPD.

Last column: Löwdin charge in e.
Cartesian coordinates (Å):
N 1.4759 0.3583 -0.6286  -0.323
S 0.2884 -0.7673 -1.2336  0.686
C -1.0600 -0.1800 -0.0651  -0.812
S -0.9254 -1.0049 1.6338  0.575
H 2.3285 -0.1153 -0.6003  -0.011
H 1.4475 1.1525 -1.2138  0.001
H -2.1433 -0.4120 -0.4043  0.048
H -0.7993 0.8792 0.2018  0.021
H -0.6124 0.0895 2.3102  -0.184

The HOMO energy comes out at -0.31533 hartree. The SMILES is NSCS. As for the frontier orbital gap: 9.31 eV. For the energy, the calculation gives -892.1877 hartree. As for the energy above the lowest of the compared OMol25 structures with the same formula, charge and spin: 64.8 kJ/mol.

Below is a molecular structure, CH5NS2, with properties calculated with wB97M-V/def2-TZVPD.

Last column: Löwdin charge in e.
Cartesian coordinates (Å):
C 1.1494 -1.8860 0.2439  -0.538
N -0.2998 1.0762 2.7110  -0.484
S -0.4538 -1.0755 0.0055  0.420
S 0.1398 1.3519 1.1338  0.515
H 1.8130 -1.4028 -0.4373  0.006
H 1.1960 -2.8432 -0.1236  -0.007
H 1.3349 -1.7552 1.3017  0.010
H 0.4296 0.7208 3.2539  -0.021
H -0.9038 1.8263 3.2467  0.099

The HOMO energy (spin up / spin down) comes out at -0.31247 / -0.31793 hartree. As for the frontier orbital gap (spin up / spin down): 7.33 / 7.53 eV. For the energy, the calculation gives -892.1427 hartree. As for the energy above the lowest of the compared OMol25 structures with the same formula, charge and spin: 182.9 kJ/mol.

Below is 2 unconnected molecules or ions with the total composition CH5O2, with properties calculated with wB97M-V/def2-TZVPD.

Last column: Löwdin charge in e.
Cartesian coordinates (Å):
C 0.5664 0.0939 -0.9391  -0.298
O 0.8268 -0.1251 0.4094  -0.309
H 0.1421 1.1216 -1.0343  0.059
H 1.4345 -0.1305 -1.5032  0.026
H -0.2330 -0.6125 -1.2864  0.064
H -1.3960 0.5366 1.6154  -0.119
H -0.0946 -0.4947 1.0149  0.003
O -1.2462 -0.3894 1.7232  -0.427

The HOMO energy comes out at -0.11929 hartree. As for the frontier orbital gap: 7.96 eV. For the energy, the calculation gives -191.5597 hartree. Its charge is -1. As for the energy above the lowest of the compared OMol25 structures with the same formula, charge and spin: 32.6 kJ/mol.

Below is 2 unconnected molecules or ions with the total composition CH5O2, with properties calculated with wB97M-V/def2-TZVPD.

Last column: Löwdin charge in e.
Cartesian coordinates (Å):
O 2.1481 -0.2565 0.5746  -0.095
H 1.2250 -0.2390 0.1459  0.023
C -1.5704 0.5581 -0.5185  -0.207
O -0.6700 -0.3675 -0.1306  -0.048
H -1.2634 0.9053 -1.5917  0.142
H -1.5282 1.4317 0.1266  0.084
H -2.6317 0.0958 -0.5209  0.101
H 1.7955 -0.5506 1.3991  0.000

As for the multiplicity: 2. The HOMO energy (spin up / spin down) comes out at -0.39994 / -0.39633 hartree. As for the frontier orbital gap (spin up / spin down): 11.69 / 8.59 eV. For the energy, the calculation gives -191.4757 hartree. As for the energy above the lowest of the compared OMol25 structures with the same formula, charge and spin: 46.7 kJ/mol.

Below is a single CH5O2P molecule, with properties calculated with wB97M-V/def2-TZVPD.

Last column: Löwdin charge in e.
Cartesian coordinates (Å):
C -1.1953 0.4867 -0.1015  -0.184
O -0.3024 -0.5098 -0.5190  -0.369
P 1.1966 -0.4756 -0.0286  0.546
O 1.8903 0.7701 -0.2678  -0.353
H -2.0959 0.5873 -0.8928  0.136
H -0.7442 1.5247 0.0758  0.087
H -1.4681 0.3875 1.0153  0.097
H 1.5531 -1.7419 -0.5690  0.021
H 1.1659 -1.0291 1.2876  0.018

The HOMO energy comes out at -0.40160 hartree. The SMILES is CO[PH2]=O. As for the frontier orbital gap: 11.80 eV. For the energy, the calculation gives -532.9227 hartree. As for the energy above the lowest of the compared OMol25 structures with the same formula, charge and spin: 16.4 kJ/mol.

Below is a molecular structure, CH5O2P, with properties calculated with wB97M-V/def2-TZVPD.

Last column: Löwdin charge in e.
Cartesian coordinates (Å):
C 0.1310 -0.1408 0.3523  -0.521
O -0.3012 -1.1912 1.1252  -0.033
O 0.2620 -0.7004 -1.4134  -0.256
P -0.8820 1.4549 0.2232  0.822
H 1.2275 0.0824 0.5132  0.104
H -0.9194 -1.7321 0.7334  0.057
H 0.6986 -1.5884 -1.4255  0.027
H -0.3370 1.8933 -1.1117  -0.054
H 0.1205 1.9223 1.0034  -0.146

The HOMO energy comes out at -0.36988 hartree. As for the frontier orbital gap: 10.78 eV. For the energy, the calculation gives -532.8251 hartree. As for the energy above the lowest of the compared OMol25 structures with the same formula, charge and spin: 272.6 kJ/mol.

- Which value of energy does entry 6 give?
  -892.1354 hartree

- energy of number 7 (CH5NS2)?
  -892.1877 hartree